(1)
The following is a DFT calculation (the ωB97M-V functional and the def2-TZVPD basis) of 2 unconnected molecules or ions with the total composition C2H4N2O2S2.

```
12
C2H4N2O2S2, DFT the ωB97M-V functional and the def2-TZVPD basis
C 1.100 0.603 0.808
C -0.310 -1.721 -0.217
N 0.055 1.020 0.352
N 1.024 -1.705 0.240
O -2.252 2.094 0.240
O -0.608 3.049 -1.257
S 2.563 0.825 1.564
S -0.873 2.608 0.186
H -0.342 -2.198 -1.265
H -1.060 -2.162 0.458
H -0.912 -0.718 -0.498
H 1.616 -1.695 -0.611
```

The total charge is -2. The LUMO energy (alpha / beta) comes out at 5.7 / 5.7 eV.

Atom charges from the Löwdin analysis, given in e for atoms 1 to 5: C -0.906; C -0.449; N -0.201; N -0.189; O -0.589



(2)
The following is a DFT calculation (the ωB97M-V functional and the def2-TZVPD basis) of a gas-phase ion, C2H4N2O2S2 (charge -2).

```
12
C2H4N2O2S2, DFT the ωB97M-V functional and the def2-TZVPD basis
C 0.844 0.284 -0.100
C -0.494 -1.818 -0.161
N -0.212 0.910 0.263
N 0.403 -0.950 -0.892
O -1.103 2.558 2.056
O -0.772 3.348 -0.305
S 2.362 0.756 -0.527
S -0.173 2.589 0.855
H -0.005 -2.828 0.131
H -0.913 -1.209 0.598
H -1.303 -2.179 -0.845
H 1.367 -1.462 -1.073
```

The total charge is -2. The LUMO energy comes out at 6.0 eV.

Atom charges from the Löwdin analysis, given in e for atoms 1 to 5: C -1.118; C -0.228; N -0.203; N -0.179; O -0.654



(3)
The following is a DFT calculation (the ωB97M-V functional and the def2-TZVPD basis) of C2H4N2O3 in the gas phase.

```
11
C2H4N2O3, DFT the ωB97M-V functional and the def2-TZVPD basis
C -0.320 -0.674 0.256
C 1.079 -0.061 -0.349
N 2.259 -0.846 -0.487
N -1.111 0.309 0.662
O -0.516 -1.875 0.214
O 1.717 0.850 0.494
O 2.901 0.143 0.448
H 0.642 0.474 -1.200
H 2.211 -1.719 -0.087
H -0.573 1.183 0.659
H -1.930 0.145 1.131
```

The SMILES is NC(=O)[C@@H]1NOO1. The LUMO energy comes out at 0.7 eV.

Atom charges from the Löwdin analysis, given in e for atoms 1 to 5: C -0.465; C -0.273; N 0.129; N 0.198; O 0.061



(4)
The following is a DFT calculation (the ωB97M-V functional and the def2-TZVPD basis) of a molecular structure, C2H4N2O3.

```
11
C2H4N2O3, DFT the ωB97M-V functional and the def2-TZVPD basis
C -0.607 -0.393 -1.082
N -0.493 -0.849 0.345
C 0.691 -0.536 -0.412
O 1.027 1.290 0.422
N -0.279 1.194 1.568
O -1.230 1.657 1.142
O 1.811 -0.978 -0.472
H 1.836 0.914 0.814
H -0.800 -1.739 0.713
H -0.886 -1.139 -1.816
H -1.071 0.579 -1.221
```

The LUMO energy comes out at -0.8 eV.

Atom charges from the Löwdin analysis, given in e for atoms 1 to 5: C -0.042; N 0.040; C -0.533; O -0.138; N 0.109



(5)
The following is a DFT calculation (the ωB97M-V functional and the def2-TZVPD basis) of 2 unconnected molecules or ions with the total composition C2H4N2O3.

```
11
C2H4N2O3, DFT the ωB97M-V functional and the def2-TZVPD basis
C -1.688 -0.100 -0.068
C 0.924 -0.143 0.107
N 1.182 -1.198 0.552
N 1.510 1.101 -0.317
O 1.126 -2.340 0.881
O 2.729 0.970 -0.566
O 0.847 2.090 -0.399
H -2.582 -0.316 -0.427
H -1.042 -0.833 -0.419
H -1.321 0.905 -0.380
H -1.686 -0.138 1.037
```

The LUMO energy comes out at -1.5 eV.

Atom charges from the Löwdin analysis, given in e for atoms 1 to 5: C -0.019; C 0.031; N -0.055; N -0.345; O 0.102



(6)
The following is a DFT calculation (the ωB97M-V functional and the def2-TZVPD basis) of 2 unconnected molecules or ions with the total composition C2H4N2O3.

```
11
C2H4N2O3, DFT the ωB97M-V functional and the def2-TZVPD basis
N -0.292 -0.480 0.159
C -1.581 0.081 0.069
C 0.431 0.315 -0.436
O 2.268 -1.432 0.262
O -1.818 0.822 1.149
N 0.883 1.335 -0.858
O -2.296 -0.014 -0.880
H 2.036 -1.297 1.181
H -2.697 1.230 1.102
H 1.670 -2.109 -0.065
H 1.396 1.549 -1.683
```

The SMILES is N=C=NC(=O)O.O. The LUMO energy comes out at 0.6 eV.

Atom charges from the Löwdin analysis, given in e for atoms 1 to 5: N 0.164; C -0.628; C -0.292; O -0.058; O 0.136



(7)
The following is a DFT calculation (the ωB97M-V functional and the def2-TZVPD basis) of C2H4N2O3 in the gas phase.

```
11
C2H4N2O3, DFT the ωB97M-V functional and the def2-TZVPD basis
C 0.418 0.505 -0.681
C -0.689 -0.392 0.093
H 0.433 -0.954 -2.190
H 1.120 0.454 -2.492
H -1.283 -1.011 1.846
H 0.340 1.175 2.081
N 0.804 -0.094 -1.842
N -0.981 -0.027 1.311
O 0.755 1.635 -0.087
O -1.152 -1.337 -0.412
O 0.233 0.046 2.372
```

The SMILES is NC(=O)C(=O)NO. The LUMO energy comes out at -0.2 eV.

Atom charges from the Löwdin analysis, given in e for atoms 1 to 5: C -0.286; C -0.528; H 0.115; H 0.041; H 0.219



(8)
The following is a DFT calculation (the ωB97M-V functional and the def2-TZVPD basis) of C2H4N2O3 in the gas phase.

```
11
C2H4N2O3, DFT the ωB97M-V functional and the def2-TZVPD basis
C 1.355 0.170 0.305
C -1.138 0.081 -0.095
N 1.955 -0.012 -0.880
N -2.205 -0.221 0.634
O 1.763 0.798 1.179
O -1.057 0.799 -1.034
O 0.019 -0.529 0.447
H 2.962 -0.117 -0.725
H 1.633 -0.607 -1.698
H -3.116 0.160 0.331
H -2.170 -0.523 1.536
```

The SMILES is NC(=O)OC(N)=O. The LUMO energy comes out at 0.7 eV.

Atom charges from the Löwdin analysis, given in e for atoms 1 to 5: C -0.563; C -0.623; N 0.171; N 0.200; O 0.179



(9)
The following is a DFT calculation (the ωB97M-V functional and the def2-TZVPD basis) of 2 unconnected molecules or ions with the total composition C2H4N2O3S.

```
12
C2H4N2O3S, DFT the ωB97M-V functional and the def2-TZVPD basis
C -0.942 1.657 0.494
C 2.475 -0.313 0.090
N -1.390 0.673 -0.157
N 3.384 -0.513 -0.653
O 1.742 -0.151 0.966
O -2.798 -1.430 0.410
O -0.642 -1.440 -1.063
S -1.209 -0.945 0.192
H -0.958 2.612 0.000
H -0.386 1.866 1.363
H 4.090 -0.218 -1.264
H -3.365 -1.798 -0.378
```

The LUMO energy comes out at 0.3 eV.

Atom charges from the Löwdin analysis, given in e for atoms 1 to 5: C -0.073; C -0.421; N -0.197; N 0.221; O 0.121



(10)
The following is a DFT calculation (the ωB97M-V functional and the def2-TZVPD basis) of C2H4N2O4 in the gas phase.

```
12
C2H4N2O4, DFT the ωB97M-V functional and the def2-TZVPD basis
C -0.167 -0.318 0.064
C 1.532 -0.822 -1.451
N -0.600 0.812 0.790
N -1.742 0.875 1.542
O -0.813 -1.291 -0.202
O -2.590 0.050 1.473
O -1.721 1.879 2.203
O 1.106 -0.020 -0.401
H 1.231 -1.793 -1.262
H 2.542 -0.449 -1.409
H 0.991 -0.413 -2.391
H 0.233 1.490 1.044
```

The SMILES is COC(=O)N[N+](=O)[O-]. The LUMO energy comes out at 0.3 eV.

Atom charges from the Löwdin analysis, given in e for atoms 1 to 5: C -0.482; C -0.059; N 0.162; N -0.450; O 0.147



The records above yield max |F| values of 3.06 4.63 3.54 2.78 4.63 1.20 9.22 5.09 2.88 4.26 eV Å⁻¹, respectively.
The records above yield relative energy (zero: lowest compared OMol25 entry of this formula, charge and spin) values of 37.0 7.4 153.2 155.6 202.1 43.0 117.1 9.6 59.3 78.9 kcal per mole, respectively.